1.
This record from the OMol25 dataset describes C21H25N5O4 in the gas phase at a distorted geometry. The level of theory is the ωB97M-V functional and the def2-TZVPD basis.

The value obtained for the relative energy (zero: lowest compared OMol25 entry of this formula, charge and spin) is 157.1 kJ/mol. Its SMILES is COc1cccc(C(=O)Cn2c(N3CCCCC3)nc3c2c(=O)n(C)c(=O)n3C)c1.

```
! RIJCOSX wB97M-V def2-TZVPD def2/J DEFGRID3
* xyz 0 1
C -3.207 -2.353 0.452
O -2.258 -2.773 1.405
C -0.942 -2.738 1.078
C -0.058 -3.181 2.068
C 1.300 -3.207 1.833
C 1.807 -2.785 0.615
C 0.939 -2.311 -0.361
C 1.517 -1.789 -1.619
O 2.436 -2.311 -2.205
C 0.912 -0.472 -2.099
N 0.548 0.390 -1.005
C 1.250 0.790 0.097
N 2.558 0.543 0.343
C 3.088 1.043 1.606
C 4.041 2.231 1.386
C 3.657 2.951 0.096
C 3.875 2.020 -1.103
C 3.576 0.569 -0.689
N 0.473 1.405 0.991
C -0.763 1.398 0.462
C -0.769 0.778 -0.773
C -1.953 0.581 -1.527
O -2.065 -0.031 -2.582
N -3.062 1.157 -0.891
C -4.346 1.062 -1.566
C -3.088 1.812 0.330
O -4.121 2.264 0.777
N -1.893 1.913 1.013
C -1.848 2.553 2.308
C -0.437 -2.295 -0.138
H -4.177 -2.486 0.927
H -3.162 -2.959 -0.457
H -3.074 -1.298 0.193
H -0.471 -3.508 3.009
H 1.970 -3.562 2.601
H 2.867 -2.799 0.415
H 1.600 0.020 -2.796
H -0.012 -0.687 -2.652
H 3.611 0.216 2.097
H 2.238 1.338 2.217
H 3.976 2.911 2.235
H 5.075 1.888 1.311
H 4.245 3.862 -0.023
H 2.606 3.237 0.159
H 3.223 2.323 -1.925
H 4.905 2.084 -1.455
H 4.465 0.113 -0.247
H 3.300 -0.035 -1.548
H -4.732 2.061 -1.767
H -5.061 0.534 -0.934
H -4.188 0.521 -2.496
H -2.839 2.950 2.517
H -1.564 1.826 3.070
H -1.110 3.354 2.292
H -1.099 -1.974 -0.926
*
```

Löwdin analysis output, partial charges in e: -0.061, -0.072, -0.256, 0.007, -0.063, -0.027, -0.152, -0.340, 0.114, -0.037, 0.067, -0.285, -0.042, -0.148, -0.166, -0.189, -0.153, -0.140, 0.209, -0.215, -0.086, -0.394, 0.040, 0.023, -0.008, -0.448, 0.078, 0.019, -0.002, 0.048, 0.099, 0.104, 0.081, 0.119, 0.107, 0.117, 0.138, 0.131, 0.123, 0.106, 0.110, 0.110, 0.109, 0.108, 0.108, 0.112, 0.132, 0.093, 0.100, 0.097, 0.087, 0.089, 0.097, 0.094, 0.108

2.
This record from the OMol25 dataset describes a molecular structure, C21H25N5O4 at a distorted geometry. The level of theory is the ωB97M-V functional and the def2-TZVPD basis.

The value obtained for the relative energy (zero: lowest compared OMol25 entry of this formula, charge and spin) is 1957.9 kJ/mol.

```
! RIJCOSX wB97M-V def2-TZVPD def2/J DEFGRID3
* xyz 0 1
C -2.388 -2.921 2.354
C -2.791 -2.902 0.754
C -1.823 -3.717 -0.139
C -0.286 -3.045 -0.087
N -0.042 -1.594 -0.632
C -0.287 -1.274 -1.740
O -0.501 -2.030 -2.510
C -0.067 0.001 -2.137
C 1.153 0.589 -1.954
C 1.279 2.103 -2.208
O 2.309 2.493 -1.824
N 0.278 2.633 -2.523
C -0.957 2.315 -2.940
C -2.200 2.957 -3.173
C -3.284 2.401 -3.479
C -3.602 1.193 -3.061
C -2.554 0.463 -2.804
C -1.282 0.937 -2.493
H -2.768 -0.883 -2.624
H -4.632 0.693 -3.212
H -4.106 3.032 -3.759
H -2.013 4.076 -3.183
H 0.227 3.687 -2.645
H 1.850 0.138 -1.476
C 0.082 -0.906 0.446
C 1.154 -0.470 1.048
N 2.305 -1.124 0.744
H 3.133 -1.106 0.994
H 2.115 -1.782 0.133
N 1.351 0.622 2.024
C 0.384 1.325 2.372
O 0.670 2.290 3.104
N -0.841 1.213 1.734
C -1.036 0.363 0.728
O -2.162 0.315 0.257
H -1.652 1.735 2.032
C 2.797 0.705 2.507
C 3.434 1.770 1.880
C 4.973 1.809 2.375
H 5.586 2.399 1.877
H 5.348 1.021 2.484
H 4.829 2.400 3.567
H 3.768 1.253 0.795
H 3.195 2.758 1.563
H 2.621 1.270 3.604
H 3.094 -0.116 2.738
H 0.093 -3.013 0.909
H 0.265 -3.519 -0.835
H -2.043 -3.695 -1.119
H -1.596 -4.690 0.378
H -3.668 -3.437 0.713
H -2.785 -1.922 0.530
H -3.188 -2.666 2.790
H -2.210 -3.874 2.625
H -1.531 -2.276 2.496
*
```

Löwdin analysis output, partial charges in e: -0.016, -0.157, -0.084, 0.022, 0.044, -0.770, 0.234, -0.016, 0.167, -0.614, 0.102, 0.165, -0.099, -0.068, -0.169, -0.122, -0.070, -0.020, 0.221, 0.154, 0.125, 0.141, 0.219, 0.050, -0.149, -0.168, 0.243, 0.010, 0.058, 0.107, -0.536, 0.039, 0.222, -0.307, 0.062, 0.177, -0.150, -0.213, -0.027, 0.015, -0.071, 0.177, 0.161, 0.119, 0.202, 0.033, 0.102, 0.093, 0.049, 0.125, 0.072, 0.032, -0.012, 0.031, 0.066

3.
This record from the OMol25 dataset describes C21H25N7OS in the gas phase at a distorted geometry. The level of theory is the ωB97M-V functional and the def2-TZVPD basis.

The value obtained for the relative energy (zero: lowest compared OMol25 entry of this formula, charge and spin) is 30.8 kJ/mol. Its SMILES is CC(C)[C@H](c1nnnn1Cc1ccco1)N1CCN(c2nc3ccccc3s2)CC1.

```
! RIJCOSX wB97M-V def2-TZVPD def2/J DEFGRID3
* xyz 0 1
C 3.341 0.419 -2.232
C 1.849 0.141 -2.388
C 1.632 -1.215 -3.058
C 1.149 0.156 -1.011
C -0.315 -0.099 -1.166
N -1.133 0.474 -2.019
N -2.347 0.010 -1.749
N -2.324 -0.807 -0.784
N -1.058 -0.909 -0.370
C -0.665 -1.770 0.715
C 0.236 -2.858 0.232
C 0.019 -3.891 -0.631
C 1.255 -4.572 -0.752
C 2.130 -3.902 0.043
O 1.527 -2.859 0.640
N 1.268 1.374 -0.249
C 2.209 1.506 0.828
C 1.467 2.188 2.010
N 0.275 2.843 1.504
C -0.879 2.138 1.559
N -1.074 1.104 2.301
C -2.365 0.660 2.231
C -2.885 -0.435 2.911
C -4.206 -0.782 2.710
C -5.016 -0.057 1.842
C -4.522 1.041 1.162
C -3.202 1.392 1.364
S -2.302 2.701 0.647
C 0.549 3.606 0.305
C 0.901 2.633 -0.847
H 3.830 0.381 -3.203
H 3.801 -0.328 -1.587
H 3.517 1.401 -1.802
H 1.392 0.916 -3.010
H 2.125 -1.237 -4.027
H 0.573 -1.406 -3.213
H 2.044 -2.017 -2.446
H 1.578 -0.644 -0.400
H -1.594 -2.177 1.123
H -0.162 -1.175 1.484
H -0.905 -4.134 -1.115
H 1.457 -5.437 -1.348
H 3.167 -4.059 0.265
H 3.078 2.118 0.533
H 2.574 0.524 1.127
H 1.148 1.459 2.754
H 2.099 2.941 2.487
H -2.252 -0.990 3.586
H -4.618 -1.632 3.234
H -6.043 -0.353 1.696
H -5.141 1.605 0.484
H -0.316 4.219 0.052
H 1.390 4.267 0.529
H 1.711 3.065 -1.459
H 0.034 2.464 -1.489
*
```

Löwdin analysis output, partial charges in e: -0.055, -0.363, -0.052, -0.220, -0.260, 0.084, -0.025, 0.063, -0.032, -0.047, -0.264, -0.011, -0.057, -0.121, 0.026, -0.130, -0.135, -0.115, -0.126, -0.567, 0.107, -0.343, -0.047, -0.093, -0.095, -0.099, -0.485, 1.093, -0.147, -0.144, 0.080, 0.085, 0.063, 0.136, 0.081, 0.077, 0.075, 0.139, 0.133, 0.128, 0.117, 0.103, 0.121, 0.116, 0.124, 0.108, 0.120, 0.111, 0.100, 0.100, 0.108, 0.090, 0.125, 0.121, 0.100

4.
This record from the OMol25 dataset describes 2 unconnected molecules or ions with the total composition C21H26BClF2IN2O6P2S at a distorted geometry. The level of theory is the ωB97M-V functional and the def2-TZVPD basis.

```
! RIJCOSX wB97M-V def2-TZVPD def2/J DEFGRID3
* xyz 1 1
C -3.357 3.284 2.868
C -1.968 3.986 2.551
O -2.068 4.517 1.203
B -1.044 4.052 0.372
O -0.174 4.984 -0.213
C -0.756 2.499 0.023
C 0.570 2.054 0.513
C 1.527 3.012 1.324
O 1.446 2.973 2.526
N 2.405 3.877 0.587
C 3.398 4.485 1.444
O 3.082 5.398 2.121
F 4.692 4.030 1.465
C 1.073 0.693 0.278
P 2.729 0.126 0.913
S 3.950 0.111 -0.610
C 0.135 -0.159 -0.512
C 0.647 -1.598 -0.836
C 0.165 -2.660 0.245
O -0.141 -2.313 1.340
Cl 0.171 -4.373 -0.286
C -1.188 0.363 -0.944
P -2.082 -0.997 -1.936
O -3.110 -0.349 -3.087
I -3.614 -2.237 -0.411
N -1.626 1.663 -0.663
C -2.946 2.154 -1.092
C -4.185 1.271 -0.641
C -2.991 2.607 -2.633
C -2.624 4.128 -2.834
H -3.378 2.248 2.418
H -3.589 3.266 3.961
H -4.162 3.878 2.355
H -1.094 3.284 2.687
H -1.825 4.798 3.317
H -0.192 5.776 0.363
H 2.837 3.278 -0.137
H 3.180 0.923 2.005
H 2.578 -1.208 1.397
H 1.778 -1.662 -0.808
H 0.377 -1.941 -1.875
H -2.805 -0.620 -3.976
H -3.245 3.134 -0.609
H -4.662 0.674 -1.451
H -5.017 1.893 -0.195
H -3.818 0.652 0.229
H -3.995 2.326 -3.056
H -2.237 2.013 -3.232
H -3.452 4.815 -2.523
H -1.639 4.342 -2.344
H -2.487 4.274 -3.946
F 4.386 -7.668 -2.413
C 4.058 -7.740 -1.113
C 3.164 -6.824 -0.588
C 2.820 -6.900 0.756
C 3.383 -7.885 1.561
C 4.284 -8.796 1.022
C 4.620 -8.728 -0.324
H 2.743 -6.059 -1.230
H 2.115 -6.193 1.176
H 3.117 -7.941 2.610
H 4.724 -9.560 1.650
H 5.313 -9.434 -0.763
*
```

Löwdin analysis output, partial charges in e: -0.053, -0.192, 0.038, -0.568, 0.169, 0.078, -0.001, -0.432, 0.138, 0.193, -0.453, 0.208, 0.117, -0.216, 0.424, 0.195, -0.144, -0.196, -0.809, 0.037, 0.685, -0.231, 0.633, -0.391, 0.550, 0.033, -0.290, -0.091, -0.183, -0.079, 0.072, 0.085, 0.089, 0.114, 0.139, 0.145, 0.146, 0.015, 0.010, 0.077, 0.090, 0.074, 0.143, 0.057, 0.103, 0.030, 0.123, 0.104, 0.094, 0.070, 0.091, 0.064, -0.288, -0.031, -0.099, -0.095, -0.077, -0.012, 0.096, 0.075, 0.102, 0.108, 0.120

5.
This record from the OMol25 dataset describes 2 unconnected molecules or ions with the total composition C21H26BrN2OS at a distorted geometry. The level of theory is the ωB97M-V functional and the def2-TZVPD basis.

The value obtained for the relative energy (zero: lowest compared OMol25 entry of this formula, charge and spin) is 916.3 kJ/mol.

```
! RIJCOSX wB97M-V def2-TZVPD def2/J DEFGRID3
* xyz 1 1
Br 6.539 -6.174 3.080
C 5.142 -5.099 2.149
C 5.464 -3.632 1.757
C 4.345 -2.833 1.035
C 2.965 -3.439 0.689
C 2.625 -4.914 1.044
C 3.743 -5.726 1.794
N 1.343 -5.568 0.712
C 0.173 -4.687 0.913
C -1.114 -5.360 1.511
C -2.429 -4.568 1.749
C -2.472 -3.059 1.406
C -1.216 -2.366 0.793
C 0.085 -3.176 0.552
S 1.642 -2.429 -0.163
H 6.466 -3.106 1.954
H 4.580 -1.742 0.767
H 3.617 -6.825 2.098
H 1.308 -5.893 -0.265
H -1.120 -6.481 1.776
H -3.317 -5.135 2.178
H -3.451 -2.505 1.612
H -1.275 -1.253 0.548
C -2.380 4.441 -2.371
C -2.464 3.464 -1.164
C -2.171 4.218 0.161
C -0.700 4.571 0.354
C 0.177 3.336 0.195
C -0.068 2.587 -1.134
N -1.519 2.321 -1.379
O -1.889 1.335 -0.583
C 0.530 3.416 -2.298
C 0.780 1.287 -1.142
C -3.951 3.023 -1.138
H -1.850 5.363 -2.127
H -1.893 3.985 -3.237
H -3.370 4.738 -2.730
H -2.490 3.605 1.014
H -2.770 5.133 0.207
H -0.397 5.347 -0.355
H -0.555 4.998 1.351
H 1.228 3.628 0.274
H -0.011 2.661 1.044
H 0.302 2.957 -3.264
H 1.620 3.468 -2.217
H 0.187 4.449 -2.320
H 0.558 0.635 -0.292
H 1.846 1.519 -1.080
H 0.620 0.720 -2.062
H -4.215 2.473 -2.046
H -4.606 3.895 -1.075
H -4.193 2.398 -0.274
*
```

Löwdin analysis output, partial charges in e: 0.607, -0.590, -0.092, -0.080, -0.405, -0.194, -0.006, -0.007, -0.205, 0.008, -0.066, -0.071, -0.078, -0.400, 0.851, 0.103, 0.094, 0.102, 0.135, 0.106, 0.092, 0.088, 0.064, -0.012, -0.432, -0.104, -0.159, -0.103, -0.444, 0.135, 0.177, -0.022, -0.025, -0.021, 0.089, 0.089, 0.096, 0.138, 0.146, 0.114, 0.137, 0.146, 0.142, 0.104, 0.106, 0.071, 0.063, 0.106, 0.105, 0.106, 0.105, 0.089

| no. | E_LUMO (eV) |
| --- | --- |
| 1 | 0.348 |
| 2 | 0.492 |
| 3 | 0.677 |
| 4 | -5.295 |
| 5 | -7.734 |